# 1
The following is a DFT calculation (ωB97M-V with the def2-TZVPD basis set) of a structure of composition C20H11Br3IrNO3.

Calculated values
highest occupied orbital energy	-0.28537	hartree
total energy	-8875.639716	a.u.
HOMO-LUMO gap	0.266	Eh
energy relative to the best compared isomer or geometry (same formula, charge and spin)	0.0	kJ/mol

```
! RIJCOSX wB97M-V def2-TZVPD def2/J DEFGRID3
* xyz 0 1
Ir -0.06661 1.12210 -0.54972
Br 0.01296 1.26519 1.90687
C 1.80646 0.62078 2.05208
C 2.37796 0.54044 3.28265
C 3.71115 0.08532 3.37053
C 4.39239 -0.24950 2.23841
C 3.79144 -0.15713 0.95715
C 4.51749 -0.48213 -0.21355
C 3.92290 -0.36646 -1.43360
C 2.58064 0.05957 -1.54441
C 1.81005 0.38415 -0.45338
C 2.44586 0.27817 0.83618
H 1.83195 0.82640 4.17116
H 4.18437 0.01622 4.34070
H 5.41986 -0.58709 2.29995
H 5.54426 -0.81292 -0.11770
H 4.47781 -0.61094 -2.33099
H 2.14283 0.11584 -2.53333
Br -4.75966 3.41600 -0.67606
C -4.27024 1.60839 -0.49993
C -5.27387 0.62740 -0.44668
C -4.97270 -0.69920 -0.32091
Br -6.37497 -1.96990 -0.25921
C -3.62478 -1.12259 -0.24618
C -3.18471 -2.46044 -0.14384
C -1.84895 -2.73928 -0.10567
C -0.92073 -1.68931 -0.16372
N -1.30601 -0.43320 -0.24783
C -2.63945 -0.11856 -0.29646
C -2.92934 1.27566 -0.42400
O -1.93506 2.10640 -0.44081
H -6.30643 0.94174 -0.51173
H -3.91779 -3.25439 -0.10344
H -1.48670 -3.75438 -0.03325
H 0.14676 -1.85954 -0.14327
O 0.57563 2.78510 -1.92460
C 0.17638 2.04821 -2.84719
O -0.20745 0.86754 -2.55542
H 0.15629 2.37633 -3.88878
*
```

# 2
The following is a DFT calculation (ωB97M-V with the def2-TZVPD basis set) of the ion C9H11BrN3S with charge +1.

Calculated values
highest occupied orbital energy	-0.45620	hartree
total energy	-3485.708056	a.u.
HOMO-LUMO gap	0.320	Eh
SMILES	CCNSc1c[nH+]c2ccc(Br)cn12
energy relative to the best compared isomer or geometry (same formula, charge and spin)	21.1	kJ/mol

```
! RIJCOSX wB97M-V def2-TZVPD def2/J DEFGRID3
* xyz 1 1
C 3.72620 1.83275 0.08892
C 2.85688 0.80439 -0.57054
N 1.53943 1.35106 -0.82364
S 0.42706 1.24739 0.34586
C -0.91248 -0.14302 -0.30013
C -0.87357 -1.31277 -0.90041
N -2.11246 -1.82884 -0.94571
C -2.99066 -0.92115 -0.44809
C -4.40848 -0.93212 -0.16891
C -5.01284 0.16706 0.46137
C -4.16217 1.26497 0.82006
Br -4.73926 2.88840 1.48486
C -2.80655 1.18432 0.55213
N -2.21892 0.11651 0.04305
H 3.09232 2.12963 0.93931
H 4.51995 1.42793 0.55520
H 4.07699 2.75484 -0.44656
H 3.23151 0.32225 -1.38043
H 2.67951 -0.05709 0.12564
H 1.38791 2.23021 -1.36570
H 0.03270 -1.65693 -1.20394
H -2.33672 -2.80837 -1.23976
H -5.07550 -1.65751 -0.50564
H -6.16998 0.30590 0.64398
H -2.20404 1.98182 1.00981
*
```

Copy entry 2 word for word.
The following is a DFT calculation (ωB97M-V with the def2-TZVPD basis set) of the ion C9H11BrN3S with charge +1.

Calculated values
highest occupied orbital energy	-0.45620	hartree
total energy	-3485.708056	a.u.
HOMO-LUMO gap	0.320	Eh
SMILES	CCNSc1c[nH+]c2ccc(Br)cn12
energy relative to the best compared isomer or geometry (same formula, charge and spin)	21.1	kJ/mol

```
! RIJCOSX wB97M-V def2-TZVPD def2/J DEFGRID3
* xyz 1 1
C 3.72620 1.83275 0.08892
C 2.85688 0.80439 -0.57054
N 1.53943 1.35106 -0.82364
S 0.42706 1.24739 0.34586
C -0.91248 -0.14302 -0.30013
C -0.87357 -1.31277 -0.90041
N -2.11246 -1.82884 -0.94571
C -2.99066 -0.92115 -0.44809
C -4.40848 -0.93212 -0.16891
C -5.01284 0.16706 0.46137
C -4.16217 1.26497 0.82006
Br -4.73926 2.88840 1.48486
C -2.80655 1.18432 0.55213
N -2.21892 0.11651 0.04305
H 3.09232 2.12963 0.93931
H 4.51995 1.42793 0.55520
H 4.07699 2.75484 -0.44656
H 3.23151 0.32225 -1.38043
H 2.67951 -0.05709 0.12564
H 1.38791 2.23021 -1.36570
H 0.03270 -1.65693 -1.20394
H -2.33672 -2.80837 -1.23976
H -5.07550 -1.65751 -0.50564
H -6.16998 0.30590 0.64398
H -2.20404 1.98182 1.00981
*
```